Formula: C32H30Cl5CoN8O4
Source: OMol25
Level of theory: ωB97M-V/def2-TZVPD

Each line ends with the Mulliken spin population.
Atoms and positions in Å:
Co (-0.204, 1.917, 0.341)  1.13
C (-1.899, -2.682, 5.496)  0.00
C (-1.994, -2.926, 3.990)  0.00
C (-1.181, -4.181, 3.647)  0.00
C (-3.467, -3.150, 3.620)  0.00
C (-1.470, -1.741, 3.187)  0.00
C (-1.055, -0.551, 3.766)  -0.01
C (-0.644, 0.504, 2.965)  0.00
N (-0.625, 0.424, 1.642)  -0.01
C (-0.990, -0.727, 1.061)  0.00
C (-1.419, -1.815, 1.794)  0.00
C (-0.857, -0.716, -0.424)  0.01
C (-1.293, -1.745, -1.233)  0.00
C (-1.155, -1.661, -2.619)  0.00
C (-0.536, -0.523, -3.112)  0.00
C (-0.135, 0.478, -2.241)  0.00
N (-0.298, 0.402, -0.926)  -0.03
C (-1.704, -2.770, -3.507)  0.00
C (-3.216, -2.890, -3.265)  0.00
C (-1.468, -2.483, -4.989)  0.00
C (-1.017, -4.095, -3.148)  0.00
H (-2.298, -3.547, 6.027)  0.00
H (-2.478, -1.809, 5.802)  0.00
H (-0.865, -2.539, 5.816)  0.00
H (-1.539, -5.027, 4.238)  0.00
H (-0.123, -4.033, 3.868)  0.00
H (-1.271, -4.449, 2.594)  0.00
H (-3.881, -3.968, 4.214)  0.00
H (-3.580, -3.405, 2.565)  0.00
H (-4.057, -2.252, 3.813)  0.00
H (-1.030, -0.418, 4.837)  0.00
H (-0.327, 1.447, 3.390)  0.00
H (-1.705, -2.726, 1.288)  0.00
H (-1.763, -2.609, -0.784)  0.00
H (-0.367, -0.378, -4.168)  0.00
H (0.320, 1.389, -2.601)  -0.01
H (-3.717, -1.942, -3.464)  0.00
H (-3.437, -3.177, -2.236)  0.00
H (-3.638, -3.650, -3.926)  0.00
H (-1.952, -1.556, -5.301)  0.00
H (-1.887, -3.295, -5.586)  0.00
H (-0.404, -2.413, -5.222)  0.00
H (-1.186, -4.367, -2.105)  0.00
H (0.060, -4.030, -3.307)  0.00
H (-1.409, -4.899, -3.774)  0.00
O (6.003, 0.965, 3.669)  0.00
C (5.008, 1.598, 4.079)  0.00
O (4.786, 2.120, 5.187)  0.00
C (3.854, 1.714, 3.060)  0.00
C (3.770, 0.820, 1.998)  0.00
C (2.709, 0.902, 1.118)  0.00
N (1.750, 1.819, 1.232)  0.03
C (1.818, 2.687, 2.248)  0.01
C (2.849, 2.669, 3.173)  0.00
C (0.616, 3.609, 2.392)  0.00
O (0.642, 4.537, 3.181)  0.00
O (-0.409, 3.268, 1.673)  -0.05
H (4.546, 0.075, 1.886)  0.00
H (2.618, 0.222, 0.279)  0.00
H (2.855, 3.375, 3.991)  0.00
N (5.339, 0.391, -3.406)  0.00
N (4.301, 1.254, -3.068)  0.00
N (3.991, 2.301, -3.789)  0.00
C (2.942, 2.761, -3.108)  0.00
N (2.656, 2.013, -2.037)  0.00
N (3.540, 1.036, -2.038)  0.00
H (6.065, 0.968, -3.815)  0.00
H (5.664, -0.010, -2.533)  0.00
H (2.406, 3.654, -3.381)  0.00
Cl (-2.900, 2.044, -1.230)  0.00
C (-1.750, 3.301, -1.683)  -0.06
C (-0.521, 3.325, -1.038)  -0.03
C (0.278, 4.424, -1.352)  0.02
Cl (1.775, 4.662, -0.511)  0.00
C (-0.083, 5.375, -2.307)  0.00
Cl (0.975, 6.684, -2.705)  0.00
C (-1.307, 5.270, -2.966)  0.00
Cl (-1.766, 6.432, -4.157)  0.00
C (-2.162, 4.225, -2.639)  0.00
Cl (-3.697, 4.093, -3.425)  0.00

Computed properties:
- expectation value of S² = 0.7671
- multiplicity = 2
- charge = -1
- molecular weight (g/mol) = 826.84
- total energy (Eh) = -5660.27670
- energy above the lowest of the compared OMol25 structures with the same formula, charge and spin (eV) = 0.000
- HOMO level (spin up / spin down) (eV) = -4.94 / -4.94

---

Formula: C25H23N4O3SbSe4Zn
Source: OMol25
Level of theory: ωB97M-V/def2-TZVPD

Each line ends with the natural charge from an NBO analysis.
Atoms and positions in Å:
Zn (-0.010, 0.219, 0.575)  1.58
C (-0.746, -2.394, 1.857)  -0.28
N (-1.617, -1.352, 1.294)  -0.50
C (-2.367, -1.864, 0.154)  -0.25
C (-1.513, -1.796, -1.093)  0.22
C (-2.085, -1.732, -2.352)  -0.25
C (-1.249, -1.673, -3.454)  -0.11
C (0.122, -1.717, -3.258)  -0.24
C (0.602, -1.775, -1.965)  0.06
N (-0.196, -1.806, -0.895)  -0.56
C (-2.512, -0.781, 2.345)  -0.25
C (-2.906, 0.651, 2.048)  0.18
C (-3.984, 0.944, 1.226)  -0.26
C (-4.210, 2.259, 0.852)  -0.13
C (-3.370, 3.239, 1.349)  -0.23
C (-2.364, 2.861, 2.221)  0.06
N (-2.123, 1.599, 2.572)  -0.45
C (0.430, -1.810, 2.603)  0.22
C (1.539, -2.591, 2.914)  -0.27
C (2.562, -2.007, 3.640)  -0.15
C (2.453, -0.671, 4.011)  -0.26
C (1.342, 0.033, 3.593)  0.12
N (0.342, -0.531, 2.914)  -0.50
H (-0.346, -2.964, 1.020)  0.25
H (-1.312, -3.090, 2.500)  0.18
H (-3.272, -1.275, 0.018)  0.23
H (-2.682, -2.903, 0.341)  0.18
H (-3.161, -1.676, -2.462)  0.22
H (-1.657, -1.551, -4.449)  0.23
H (0.813, -1.617, -4.081)  0.23
H (1.668, -1.767, -1.769)  0.22
H (-1.990, -0.806, 3.292)  0.23
H (-3.405, -1.417, 2.422)  0.17
H (-4.625, 0.155, 0.852)  0.20
H (-4.978, 2.514, 0.136)  0.24
H (-3.458, 4.264, 1.017)  0.23
H (-1.688, 3.606, 2.626)  0.19
H (1.606, -3.612, 2.560)  0.21
H (3.451, -2.573, 3.889)  0.21
H (3.241, -0.170, 4.553)  0.22
H (1.243, 1.096, 3.779)  0.21
O (3.541, -1.305, -0.670)  -0.73
C (3.525, -0.175, -1.463)  0.37
C (3.863, -0.289, -2.804)  -0.33
C (3.744, 0.820, -3.631)  -0.19
C (3.324, 2.043, -3.125)  -0.23
C (3.055, 2.161, -1.772)  -0.12
C (3.152, 1.056, -0.934)  -0.25
C (2.799, 1.152, 0.521)  0.81
O (3.345, 1.964, 1.251)  -0.65
O (1.951, 0.250, 0.945)  -0.99
H (2.980, -1.100, 0.096)  0.51
H (4.156, -1.257, -3.195)  0.20
H (3.933, 0.712, -4.692)  0.20
H (3.150, 2.885, -3.780)  0.23
H (2.699, 3.097, -1.361)  0.24
Se (-3.880, 2.848, -2.927)  -0.90
Sb (-1.435, 2.966, -3.155)  1.18
Se (-0.602, 1.849, -0.904)  -1.27
Se (-0.498, 1.666, -5.002)  -0.87
Se (-0.392, 5.135, -2.795)  -0.83

Computed properties:
- multiplicity = 1
- charge = -2
- molecular weight (g/mol) = 930.47
- total energy (Eh) = -13036.70637
- energy above the lowest of the compared OMol25 structures with the same formula, charge and spin (eV) = 2.116
- HOMO level (eV) = -1.06

---

Formula: C3H10Si
Source: OMol25
Level of theory: ωB97M-V/def2-TZVPD

Each line ends with the natural charge from an NBO analysis.
Atoms and positions in Å:
C (-0.664, 0.048, -1.506)  -0.65
C (-1.159, 0.872, -0.349)  -0.32
C (0.584, 0.787, 0.756)  -0.82
Si (1.040, -1.122, 1.102)  0.86
H (-1.497, -0.312, -2.151)  0.21
H (0.067, 0.527, -2.106)  0.21
H (-0.175, -0.781, -1.065)  0.21
H (-1.421, 1.984, -0.569)  0.21
H (-1.796, 0.330, 0.354)  0.20
H (0.418, 1.333, 1.719)  0.22
H (1.266, 1.231, 0.077)  0.20
H (2.373, -1.553, 0.961)  -0.17
H (0.111, -1.900, 0.344)  -0.18
H (0.853, -1.445, 2.431)  -0.19

Computed properties:
- multiplicity = 1
- molecular weight (g/mol) = 74.20
- total energy (Eh) = -409.67531
- energy above the lowest of the compared OMol25 structures with the same formula, charge and spin (eV) = 2.623
- HOMO level (eV) = -9.46

---

Formula: C31H17CoN6S4
Source: OMol25
Level of theory: ωB97M-V/def2-TZVPD

Each line ends with the natural charge from an NBO analysis.
Atoms and positions in Å:
Co (-0.019, -0.575, -0.639)  0.93
N (4.008, -0.264, 1.169)  -0.57
C (3.400, -0.199, 2.415)  0.17
C (3.929, -0.124, 3.702)  -0.28
C (3.016, -0.078, 4.734)  -0.20
C (1.629, -0.107, 4.491)  -0.25
C (1.116, -0.181, 3.213)  -0.10
C (2.028, -0.227, 2.156)  0.05
N (1.814, -0.310, 0.777)  -0.47
C (2.998, -0.330, 0.257)  0.42
C (3.184, -0.444, -1.195)  0.07
C (4.319, -0.393, -1.929)  -0.45
S (3.937, -0.593, -3.576)  0.44
C (2.279, -0.711, -3.175)  -0.12
N (2.024, -0.621, -1.910)  -0.42
H (4.992, -0.292, 0.977)  0.41
H (4.996, -0.104, 3.886)  0.21
H (3.375, -0.020, 5.754)  0.21
H (0.947, -0.072, 5.330)  0.22
H (0.054, -0.202, 3.024)  0.24
H (5.335, -0.249, -1.600)  0.24
H (1.513, -0.871, -3.924)  0.25
S (-1.209, 1.139, 0.810)  -0.45
C (-2.108, 0.162, 1.927)  -0.07
C (-2.966, 0.752, 2.864)  -0.22
C (-3.694, 0.009, 3.781)  -0.18
C (-4.551, 0.681, 4.727)  0.30
N (-5.232, 1.230, 5.475)  -0.36
C (-3.579, -1.388, 3.777)  -0.19
C (-2.737, -1.992, 2.857)  -0.18
C (-1.988, -1.255, 1.933)  -0.22
S (-0.950, -2.123, 0.837)  -0.28
C (-4.312, -2.203, 4.715)  0.31
N (-4.890, -2.868, 5.455)  -0.36
H (-3.058, 1.830, 2.869)  0.22
H (-2.649, -3.071, 2.855)  0.22
S (-1.613, 1.564, -4.342)  0.36
C (-0.881, 2.847, -3.431)  -0.24
C (-0.837, 4.212, -3.708)  -0.22
C (-0.179, 5.035, -2.815)  -0.22
C (0.420, 4.508, -1.662)  -0.21
C (0.370, 3.157, -1.385)  -0.22
C (-0.287, 2.319, -2.284)  0.20
N (-0.398, 0.938, -2.162)  -0.51
C (-1.043, 0.420, -3.154)  0.14
C (-1.192, -1.035, -3.230)  -0.23
C (-1.681, -1.678, -4.370)  -0.20
C (-1.674, -3.057, -4.418)  -0.26
C (-1.172, -3.764, -3.321)  -0.23
C (-0.716, -3.104, -2.192)  -0.19
C (-0.715, -1.700, -2.087)  -0.21
H (-1.308, 4.618, -4.594)  0.21
H (-0.133, 6.100, -3.005)  0.21
H (0.917, 5.175, -0.969)  0.21
H (0.797, 2.740, -0.481)  0.25
H (-2.055, -1.108, -5.215)  0.20
H (-2.048, -3.581, -5.289)  0.20
H (-1.153, -4.848, -3.353)  0.20
H (-0.371, -3.696, -1.351)  0.21

Computed properties:
- expectation value of S² = 0.9603
- multiplicity = 2
- charge = -1
- molecular weight (g/mol) = 660.72
- total energy (Eh) = -4495.73127
- HOMO level (spin up / spin down) (eV) = -3.75 / -3.72

---

Formula: CH6N3S
Source: OMol25
Level of theory: ωB97M-V/def2-TZVPD

Each line ends with the natural charge from an NBO analysis.
Atoms and positions in Å:
C (0.213, -0.358, -0.072)  0.67
N (0.382, -1.384, 0.709)  -0.70
N (1.333, 0.498, -0.138)  -0.79
N (-0.888, 0.071, -0.465)  -0.73
S (-0.970, -2.116, 1.410)  0.25
H (1.269, -1.721, 0.953)  0.45
H (1.031, 1.411, -0.459)  0.40
H (2.326, 0.392, -0.088)  0.44
H (-1.809, -0.156, -0.117)  0.44
H (-2.089, -1.756, 0.161)  0.13
H (-0.922, 0.859, -1.102)  0.44

Computed properties:
- multiplicity = 1
- charge = +1
- molecular weight (g/mol) = 92.15
- total energy (Eh) = -603.84191
- energy above the lowest of the compared OMol25 structures with the same formula, charge and spin (eV) = 1.547
- HOMO level (eV) = -13.63

---

Formula: H16O8
Source: OMol25
Level of theory: ωB97M-V/def2-TZVPD

Each line ends with the natural charge from an NBO analysis.
Atoms and positions in Å:
O (-16.379, 18.580, -12.321)  -0.93
H (-16.708, 18.270, -11.477)  0.47
H (-16.967, 19.298, -12.558)  0.46
O (-16.876, 14.464, -13.633)  -0.94
H (-17.341, 14.915, -14.338)  0.50
H (-16.344, 13.805, -14.080)  0.50
O (-16.914, 16.188, -11.957)  -0.94
H (-16.377, 15.665, -12.552)  0.52
H (-17.804, 16.099, -12.296)  0.49
O (-14.474, 15.149, -11.339)  -1.00
H (-15.288, 15.161, -10.836)  0.46
H (-13.843, 14.716, -10.764)  0.46
O (-16.231, 15.423, -10.006)  -0.97
H (-16.768, 15.641, -9.245)  0.48
H (-16.522, 16.029, -10.688)  0.48
O (-19.715, 17.508, -14.111)  -0.97
H (-19.746, 16.978, -14.907)  0.45
H (-19.283, 16.947, -13.466)  0.46
O (-19.736, 16.080, -12.489)  -0.93
H (-20.147, 15.217, -12.535)  0.50
H (-20.321, 16.596, -11.934)  0.51
O (-15.717, 13.130, -12.123)  -0.95
H (-16.206, 13.716, -12.701)  0.44
H (-14.810, 13.203, -12.420)  0.47

Computed properties:
- multiplicity = 1
- molecular weight (g/mol) = 144.12
- total energy (Eh) = -611.34036
- energy above the lowest of the compared OMol25 structures with the same formula, charge and spin (eV) = 6.592
- HOMO level (eV) = -8.99

---

Formula: C20H11AsN4O6RhS3
Source: OMol25
Level of theory: ωB97M-V/def2-TZVPD

Each line ends with the natural charge from an NBO analysis.
Atoms and positions in Å:
Rh (0.451, 0.057, -0.193)  1.14
S (2.682, -0.179, -1.127)  -0.13
C (2.996, 1.326, -1.878)  -0.18
C (4.308, 1.622, -2.305)  -0.17
C (4.611, 2.805, -2.930)  -0.09
C (5.966, 3.056, -3.346)  0.28
N (7.048, 3.247, -3.684)  -0.31
C (3.594, 3.768, -3.161)  -0.18
C (2.312, 3.501, -2.754)  -0.13
C (1.973, 2.286, -2.115)  -0.25
S (0.356, 2.012, -1.671)  0.14
C (3.894, 5.013, -3.817)  0.28
N (4.124, 6.004, -4.351)  -0.31
H (5.090, 0.895, -2.132)  0.23
H (1.533, 4.232, -2.925)  0.24
O (-2.470, 2.489, -0.033)  -1.02
As (-2.875, 0.770, 0.044)  2.45
O (-4.392, 0.582, -0.537)  -1.17
O (-1.671, -0.112, -0.740)  -1.22
C (-2.908, 0.362, 1.953)  -0.44
C (-4.199, 0.036, 2.366)  -0.19
C (-4.469, -0.287, 3.688)  -0.21
C (-3.449, -0.280, 4.623)  -0.21
C (-2.159, 0.042, 4.232)  -0.21
C (-1.884, 0.353, 2.905)  -0.24
S (-0.168, 0.651, 2.543)  2.38
O (-0.141, 1.597, 1.405)  -0.99
O (0.443, 1.121, 3.752)  -0.95
O (0.349, -0.647, 2.045)  -1.02
H (-3.192, 2.873, -0.550)  0.49
H (-4.984, 0.048, 1.619)  0.26
H (-5.480, -0.537, 3.985)  0.21
H (-3.653, -0.521, 5.659)  0.21
H (-1.349, 0.067, 4.948)  0.24
N (-3.428, -5.284, -0.938)  -0.30
C (-2.396, -4.799, -0.795)  0.28
C (-1.083, -4.238, -0.606)  -0.21
C (-0.001, -5.073, -0.353)  -0.11
C (1.242, -4.500, -0.175)  -0.26
C (1.354, -3.122, -0.252)  0.09
N (0.318, -2.320, -0.494)  -0.46
C (-0.886, -2.862, -0.669)  0.10
H (-0.143, -6.144, -0.297)  0.23
H (2.115, -5.104, 0.027)  0.23
H (2.311, -2.637, -0.105)  0.22
H (-1.692, -2.164, -0.864)  0.27

Computed properties:
- expectation value of S² = 6.0311
- multiplicity = 5
- charge = -1
- molecular weight (g/mol) = 677.36
- total energy (Eh) = -4980.18126
- energy above the lowest of the compared OMol25 structures with the same formula, charge and spin (eV) = 0.290
- HOMO level (spin up / spin down) (eV) = -5.37 / -6.23

---

Formula: C27H22CdCl2IN3OS4
Source: OMol25
Level of theory: ωB97M-V/def2-TZVPD

Each line ends with the natural charge from an NBO analysis.
Atoms and positions in Å:
Cd (0.729, 0.889, 0.468)  1.44
S (2.414, 1.866, -2.874)  -0.45
C (2.020, 0.633, -4.011)  -0.19
C (1.398, 0.923, -5.244)  -0.25
C (1.195, -0.046, -6.209)  -0.22
C (1.617, -1.356, -5.995)  -0.30
C (2.207, -1.680, -4.782)  -0.26
C (2.363, -0.722, -3.787)  -0.14
S (3.107, -1.139, -2.232)  0.27
C (2.367, -2.773, -1.864)  -0.57
C (0.873, -2.839, -1.827)  0.23
C (0.141, -3.346, -2.896)  -0.25
C (-1.224, -3.497, -2.752)  -0.17
C (-1.806, -3.170, -1.541)  -0.30
C (-1.010, -2.634, -0.528)  0.23
C (-1.633, -2.315, 0.798)  -0.57
S (-1.955, -0.541, 1.149)  0.20
C (-1.586, -0.385, 2.875)  -0.24
C (-2.643, 0.109, 3.641)  -0.19
C (-2.501, 0.344, 4.992)  -0.27
C (-1.276, 0.082, 5.592)  -0.22
C (-0.231, -0.417, 4.846)  -0.18
C (-0.333, -0.666, 3.461)  -0.16
S (1.051, -1.288, 2.619)  -0.47
N (0.298, -2.455, -0.687)  -0.42
H (1.094, 1.946, -5.429)  0.21
H (0.727, 0.219, -7.152)  0.19
H (1.502, -2.109, -6.766)  0.19
H (2.560, -2.692, -4.611)  0.19
H (2.746, -2.975, -0.863)  0.25
H (2.783, -3.493, -2.570)  0.20
H (0.634, -3.629, -3.815)  0.22
H (-1.826, -3.881, -3.568)  0.20
H (-2.862, -3.333, -1.358)  0.20
H (-0.958, -2.630, 1.598)  0.29
H (-2.602, -2.809, 0.871)  0.20
H (-3.583, 0.326, 3.144)  0.20
H (-3.332, 0.731, 5.571)  0.19
H (-1.132, 0.298, 6.645)  0.19
H (0.726, -0.618, 5.312)  0.21
N (-3.284, -0.013, -1.938)  -0.83
C (-2.171, 0.764, -1.800)  0.66
O (-1.064, 0.318, -2.025)  -0.59
C (-2.353, 2.205, -1.378)  -0.62
I (-4.244, 3.084, -1.870)  0.03
H (-3.102, -1.001, -2.017)  0.40
H (-4.111, 0.239, -1.423)  0.39
H (-1.570, 2.814, -1.822)  0.27
H (-2.245, 2.276, -0.293)  0.28
Cl (-1.185, 3.666, 4.140)  -0.06
C (0.538, 3.502, 3.898)  -0.11
C (1.369, 4.128, 4.791)  -0.23
C (2.757, 4.047, 4.659)  -0.37
C (3.259, 3.292, 3.604)  -0.22
C (2.422, 2.654, 2.717)  -0.14
Cl (3.199, 1.730, 1.443)  -0.06
C (0.963, 2.716, 2.740)  0.11
N (0.085, 2.211, 1.924)  -1.12
H (0.929, 4.673, 5.619)  0.20
H (3.417, 4.555, 5.349)  0.19
H (4.330, 3.211, 3.459)  0.20

Computed properties:
- multiplicity = 1
- charge = -2
- molecular weight (g/mol) = 842.98
- total energy (Eh) = -4260.19313
- energy above the lowest of the compared OMol25 structures with the same formula, charge and spin (eV) = 2.027
- HOMO level (eV) = -0.72